No. 1
Density functional theory data (the ωB97M-V functional and the def2-TZVPD basis) for a gas-phase ion, C3H6N3S (charge +1).

## Properties
Total charge = +1
HOMO-LUMO gap (alpha / beta) = 7.0 / 7.0 eV
Energy relative to the best compared isomer or geometry (same formula, charge and spin) = 4.201 eV
E_LUMO (alpha / beta) = -5.53 / -5.53 eV
E_HOMO (alpha / beta) = -0.4599 / -0.4598 Ha
2S+1 = 1

Structure (XYZ):
```
13
Properties=species:S:1:pos:R:3:forces:R:3:nbo_charge:R:1
C -0.6749 0.9832 0.5944 0.7252 0.5787 0.6064 -0.009
C -2.6225 0.0299 -0.0734 2.4640 -1.1028 0.5901 0.171
C -0.5250 -1.3676 -0.1576 0.8135 -2.3079 -1.7410 -0.462
N 0.4807 1.2718 0.0099 -1.2340 0.4187 0.5173 -0.159
N 1.0800 0.6685 -0.9214 -1.5334 -1.7808 -0.4099 -0.493
N -1.3983 -0.1879 0.2182 1.3006 -0.2413 -1.3023 -0.400
S -4.0649 0.2995 -0.1755 -2.5686 0.4789 -0.4322 0.566
H -1.0408 1.6639 1.3555 -0.0198 -0.4393 -0.1310 0.237
H -0.9818 -2.3865 -0.3803 -0.5492 1.6592 0.9479 0.258
H 0.1973 -1.4918 0.6487 -0.2746 0.1308 0.1084 0.242
H 0.1110 -1.2508 -1.1130 -1.4128 0.7283 1.6330 0.294
H 0.9275 2.1174 0.3421 -0.2431 0.4533 0.5178 0.415
H 1.7559 1.2763 -1.2279 2.5321 1.4242 -0.9045 0.338
```
Forces are in eV/Å.


No. 2
Density functional theory data (the ωB97M-V functional and the def2-TZVPD basis) for 2 unconnected molecules or ions with the total composition C10H10N2O2.

## Properties
HOMO-LUMO gap = 9.1 eV
Energy relative to the best compared isomer or geometry (same formula, charge and spin) = 2.350 eV
E_LUMO = 0.07 eV
E_HOMO = -0.3326 Ha
2S+1 = 1

Structure (XYZ):
```
24
Properties=species:S:1:pos:R:3:forces:R:3:nbo_charge:R:1
O 2.4952 -1.3915 -0.0098 0.8583 -0.7692 0.9570 -0.536
C 2.1791 -0.2513 -0.0434 -1.7559 1.5594 -2.8487 0.682
C 2.2949 0.8856 0.8507 1.2066 0.9948 2.9737 -0.440
C 1.7042 2.0999 0.6811 -2.0375 -0.9559 -0.7169 0.101
N 0.8214 2.1455 -0.3851 0.5174 -0.1205 0.7650 -0.608
C 0.5049 1.1276 -1.2775 -1.3315 2.2610 -2.9779 0.780
O -0.4565 1.3752 -2.0824 3.0638 -1.5243 2.2835 -0.652
N 1.4785 0.1802 -1.3403 -0.6108 -1.2322 0.8587 -0.661
H 2.7553 0.8140 1.8696 -0.0032 -0.6087 -1.3539 0.244
H 1.6198 2.9660 1.4356 0.5991 -1.6223 -1.4226 0.243
H 0.2105 2.8826 -0.5782 -0.7972 1.5705 0.1860 0.422
H 1.2928 -0.5498 -2.0611 0.3347 0.5329 1.1613 0.428
C -1.4017 -0.0532 1.2613 -1.2075 -2.0257 -1.4726 -0.224
C -0.7483 -1.2681 1.5052 1.1913 2.2551 -0.3054 -0.235
C -0.8068 -2.1845 0.4654 1.5728 -2.8080 0.9257 -0.218
C -1.5488 -2.1430 -0.7091 -0.2527 4.6779 0.7388 -0.226
C -2.1672 -0.8394 -0.9866 0.6637 -1.8662 -0.0148 -0.190
C -2.1604 0.0917 0.0687 -0.9509 2.5424 -0.2118 -0.233
H -1.4059 0.7105 1.9752 0.0133 1.1595 0.8878 0.206
H 0.0768 -1.2642 2.3099 -1.6777 -0.6186 -1.2063 0.224
H -0.0894 -3.0176 0.6642 -0.9088 0.2339 -0.6367 0.217
H -1.4436 -2.8123 -1.5103 0.1067 -1.1215 -0.5995 0.216
H -2.4718 -0.6410 -2.0770 -0.0249 -0.0360 2.1732 0.240
H -2.7328 1.1373 -0.0260 1.4307 -2.4783 -0.1437 0.220
```
Forces are in eV/Å.


No. 3
Density functional theory data (the ωB97M-V functional and the def2-TZVPD basis) for a molecular structure, C28H40N2O5V.

## Properties
HOMO-LUMO gap (alpha / beta) = 7.5 / 5.7 eV
E_LUMO (alpha / beta) = -0.23 / -2.35 eV
Expectation value of S² = 3.80
E_HOMO (alpha / beta) = -0.2838 / -0.2953 Ha
2S+1 = 4

Structure (XYZ):
```
76
Properties=species:S:1:pos:R:3:forces:R:3:nbo_charge:R:1
V -0.8043 -2.7140 -0.5900 2.3609 0.6743 0.4395 1.316
C 0.2144 3.0858 3.3249 0.0564 -0.0053 0.0231 -0.595
C -1.2718 2.7832 3.0938 -0.0463 -0.0295 -0.0245 -0.081
C -1.8412 3.7917 2.0836 -0.0138 -0.0204 -0.0229 -0.594
C -2.0121 2.9643 4.4210 -0.0025 -0.0076 -0.0069 -0.607
C -1.4233 1.3649 2.5325 -0.1051 0.0077 0.0787 -0.035
C -0.7830 1.0217 1.3672 -0.0062 -0.0512 -0.1075 -0.186
C -0.9302 -0.2834 0.8603 0.1369 -0.1667 -0.1465 0.067
N -0.3539 -0.8446 -0.2313 0.2008 1.7170 0.1763 -0.438
C 0.5240 -0.3370 -1.1540 0.0227 -0.1931 0.0595 0.136
C 0.7111 0.9976 -1.5572 -0.0298 -0.0613 0.1553 -0.249
C 1.6755 1.2846 -2.4912 0.1050 -0.0245 -0.0948 -0.015
C 2.4577 0.2174 -2.9863 0.0565 0.0783 -0.0871 -0.192
C 2.2894 -1.1146 -2.6495 0.2256 -0.1750 -0.0831 0.019
C 1.2624 -1.4038 -1.7416 -0.4843 -0.0485 0.2617 0.315
O 0.9026 -2.6434 -1.3609 0.6466 0.2614 -0.3041 -0.682
C 3.1842 -2.2302 -3.1988 -0.1356 -0.0015 0.0692 -0.088
C 4.2371 -1.6962 -4.1664 0.0384 0.0594 -0.0534 -0.606
C 3.9093 -2.9027 -2.0223 -0.0214 -0.0283 0.0253 -0.604
C 2.3317 -3.2700 -3.9429 -0.0142 0.0085 -0.0574 -0.605
C 1.9369 2.6990 -3.0109 0.0165 -0.0553 -0.0274 -0.061
C 3.3759 3.1077 -2.6610 0.0141 0.0177 0.0212 -0.600
C 0.9786 3.7162 -2.3929 -0.0114 0.0594 0.0286 -0.610
C 1.7573 2.7323 -4.5368 -0.0331 -0.0153 0.0009 -0.600
C -1.6714 -1.2723 1.5790 0.2369 -0.1449 -0.4566 0.420
O -1.5995 -2.5138 1.0729 -0.2226 0.2712 0.8220 -0.699
C -2.3699 -0.9231 2.7329 -0.1203 -0.0830 0.2315 -0.088
C -2.2195 0.3874 3.1692 -0.0226 0.0640 0.0186 -0.115
C -3.2145 -1.9539 3.4861 0.0936 -0.0138 -0.0461 -0.076
C -4.0175 -1.3126 4.6189 0.0068 0.0493 0.0230 -0.606
C -4.2038 -2.6238 2.5204 -0.0766 0.0076 -0.0442 -0.606
C -2.2827 -3.0181 4.0882 -0.0037 -0.0257 0.0067 -0.601
H 0.3318 4.0878 3.7465 0.0007 -0.0377 -0.0238 0.209
H 0.6537 2.3667 4.0209 -0.0158 0.0377 -0.0265 0.214
H 0.7856 3.0460 2.3944 -0.0324 -0.0050 0.0512 0.205
H -1.7671 4.8078 2.4807 0.0078 -0.0426 -0.0210 0.208
H -1.2969 3.7588 1.1362 -0.0328 -0.0025 0.0484 0.204
H -2.8931 3.5796 1.8756 0.0456 0.0177 0.0096 0.213
H -1.8560 3.9818 4.7836 0.0004 -0.0110 -0.0012 0.215
H -3.0890 2.8159 4.3093 0.0421 0.0019 0.0043 0.210
H -1.6442 2.2773 5.1869 -0.0109 0.0230 -0.0203 0.211
H -0.1498 1.7325 0.8550 -0.0280 -0.0462 0.0068 0.210
H 0.0579 1.7662 -1.1710 0.0438 -0.0386 0.0089 0.219
H 3.2332 0.4612 -3.7014 -0.0325 -0.0090 0.0453 0.213
H 4.9156 -0.9870 -3.6837 -0.0373 -0.0287 -0.0225 0.207
H 4.8375 -2.5317 -4.5324 -0.0129 0.0312 0.0090 0.217
H 3.7820 -1.2096 -5.0336 0.0312 -0.0244 0.0268 0.207
H 4.5101 -2.1734 -1.4733 0.0045 -0.0217 -0.0220 0.205
H 3.1989 -3.3567 -1.3322 0.0254 0.0185 -0.0157 0.230
H 4.5753 -3.6867 -2.3931 -0.0220 0.0356 0.0013 0.206
H 1.8073 -2.8076 -4.7837 0.0313 -0.0159 0.0222 0.206
H 2.9783 -4.0578 -4.3381 -0.0142 0.0211 -0.0011 0.205
H 1.5944 -3.7279 -3.2865 0.0338 0.0185 -0.0212 0.235
H 3.5417 3.0452 -1.5829 0.0057 0.0166 -0.0306 0.212
H 4.1094 2.4651 -3.1536 -0.0444 0.0284 0.0346 0.208
H 3.5649 4.1372 -2.9788 -0.0113 -0.0601 0.0005 0.209
H 1.1091 3.7872 -1.3087 -0.0181 -0.0124 -0.0595 0.207
H 1.1790 4.7036 -2.8156 -0.0137 -0.0363 0.0363 0.215
H -0.0660 3.4706 -2.6041 0.0623 0.0145 0.0069 0.211
H 2.4577 2.0637 -5.0417 -0.0326 0.0259 0.0249 0.208
H 0.7442 2.4290 -4.8110 0.0313 0.0158 -0.0052 0.214
H 1.9274 3.7441 -4.9160 0.0015 -0.0559 0.0326 0.209
H -2.7363 0.6730 4.0712 -0.0165 0.0001 0.0101 0.212
H -4.6644 -0.5102 4.2522 0.0174 -0.0533 0.0209 0.209
H -4.6539 -2.0724 5.0758 0.0205 0.0173 0.0021 0.217
H -3.3729 -0.9085 5.4046 -0.0260 -0.0058 -0.0485 0.205
H -4.8087 -1.8732 2.0033 0.0034 -0.0356 0.0424 0.207
H -3.6949 -3.2264 1.7701 -0.0349 0.0538 0.0543 0.236
H -4.8791 -3.2746 3.0822 0.0293 0.0193 -0.0224 0.205
H -1.6060 -2.5678 4.8193 -0.0224 -0.0206 -0.0213 0.204
H -2.8719 -3.7885 4.5947 0.0236 0.0582 -0.0161 0.207
H -1.6865 -3.5009 3.3138 -0.0295 0.0159 0.0284 0.227
O -1.1523 -4.6946 -1.0657 -0.9658 0.4822 0.2263 -0.413
N -2.2705 -4.0547 -1.0938 -1.4199 -1.7562 -0.9137 0.635
O -3.2801 -4.3982 -0.5483 0.3753 0.0647 -0.4872 -0.288
O -2.2044 -2.8884 -1.7837 -0.8311 -0.8237 0.1473 -0.444
```
Forces are in eV/Å.


| no. | strongest force on any atom (eV/Å) |
| --- | --- |
| 1 | 3.043 |
| 2 | 4.743 |
| 3 | 2.494 |